Density functional theory data (the ωB97M-V functional and the def2-TZVPD basis) for one molecule with the formula C6H16N2 at a distorted geometry.

Structure (XYZ):
```
24
Properties=species:S:1:pos:R:3:forces:R:3:lowdin_charge:R:1
C -2.383600 1.429556 -1.499998 -0.7 0.3 1.9 -0.12
C -1.003225 1.497086 -0.847305 -0.1 0.1 -1.2 -0.27
C -0.827113 0.382718 0.164512 1.5 -1.3 -0.2 -0.19
C 0.671210 0.051827 0.509855 -0.9 1.6 -0.9 -0.37
C 0.837090 -0.830193 1.718815 0.3 -1.1 0.7 -0.26
N 1.835750 -0.397644 2.692271 -0.4 -0.5 0.4 -0.01
N 1.357357 -0.402152 -0.703696 0.5 -1.1 -0.4 -0.09
C 0.856041 -1.660438 -1.295839 -0.1 0.7 -0.2 -0.13
H -2.686926 2.336540 -2.013822 0.2 0.0 -0.4 0.07
H -3.093696 1.338909 -0.654867 -0.1 -0.1 -0.5 0.07
H -2.494787 0.537797 -2.100989 0.0 -0.1 -0.4 0.07
H -0.320177 1.476741 -1.708513 0.5 -0.3 0.6 0.11
H -0.838424 2.453734 -0.352978 -0.1 0.1 0.0 0.11
H -1.215647 -0.572743 -0.201200 -0.6 0.2 0.0 0.10
H -1.310327 0.626187 1.105724 -0.3 0.0 0.1 0.11
H 1.021811 1.074800 0.709145 0.7 -0.4 0.3 0.14
H 1.086210 -1.846582 1.388379 0.3 0.1 -0.3 0.09
H -0.086126 -1.068127 2.265194 -0.1 0.7 -0.1 0.12
H 2.601193 0.157104 2.343335 -0.3 0.2 0.1 0.06
H 1.411526 -0.071338 3.550148 0.4 0.3 -0.3 0.06
H 2.360022 -0.576853 -0.622728 -0.3 0.7 0.7 0.10
H -0.071275 -1.399720 -1.810692 0.0 -0.5 -0.1 0.07
H 0.699323 -2.510510 -0.622321 -0.2 0.2 0.3 0.07
H 1.593798 -2.026709 -2.012419 -0.1 0.3 -0.2 0.08
```
Positions in Å, forces in eV/Å.

Calculated values
Kohn-Sham gap   0.354 Ha
Charge   0
ΔE to the lowest compared entry with this formula, charge and spin   115.2 kJ/mol
Structure (SMILES)   CCC[C@@H](CN)NC
Max |F|   0.0406 hartree/bohr
HOMO energy   -0.3134 Ha